(1)
Entry from the Open Molecules 2025 dataset: a structure of composition Ag2F2H10O5 in a non-equilibrium geometry (ωB97M-V/def2-TZVPD).

```
19
Properties=species:S:1:pos:R:3:nbo_charge:R:1
Ag 1.1075 1.9452 0.6961 1.463
Ag -2.4339 2.4412 1.0663 0.984
F -0.3117 2.8256 2.0753 -0.619
F -0.9394 0.9921 0.0199 -0.887
O -1.1556 0.7579 -2.6960 -0.140
H -1.2722 1.7403 -2.8504 0.521
H -0.8875 0.6655 -1.7151 0.543
O 1.9464 0.5983 -0.9404 -1.032
H 2.8511 0.3881 -1.2191 0.530
H 1.4600 -0.2819 -0.9312 0.536
O 1.1118 -0.0025 1.9586 -0.997
H 0.5629 -0.3173 2.6890 0.521
H 1.8083 -0.6689 1.8587 0.518
O 0.6617 -1.7205 -0.9350 -1.004
H 0.8346 -2.6522 -1.1371 0.523
H -0.2209 -1.7201 -0.4802 0.515
O -1.6254 -1.9060 0.5462 -0.957
H -1.9147 -2.1540 1.4338 0.506
H -1.5831 -0.9306 0.5606 0.478
```

**Electronic energy**: -23810.5614 eV
**Charge**: +2
**Multiplicity**: 3
**LUMO level (alpha / beta)**: -8.389 / -14.129 eV

---

(2)
Entry from the Open Molecules 2025 dataset: a structure of composition Ag2F2H8O4 in a non-equilibrium geometry (ωB97M-V/def2-TZVPD).

```
16
Properties=species:S:1:pos:R:3:nbo_charge:R:1
Ag 0.8003 -0.5403 -1.4512 1.547
Ag 1.2876 1.1539 0.8656 1.526
F 1.9275 0.7478 -0.7767 -0.783
F 0.0164 0.0424 -0.0258 -0.753
O -0.5272 -1.4735 1.4558 -0.812
H -0.4541 -0.6133 1.0423 0.457
H -0.4797 -2.0941 0.7287 0.487
O -2.0346 0.8101 -0.4067 -0.954
H -1.2147 0.5127 -0.0122 0.438
H -2.6107 0.0467 -0.3674 0.501
O 1.3360 -0.3935 1.5607 -0.909
H 0.5786 -0.9787 1.5436 0.452
H 1.8216 -0.6523 2.3439 0.549
O 0.0248 0.8025 -2.2423 -0.844
H -0.8089 0.9495 -1.7957 0.540
H 0.3370 1.6802 -2.4626 0.557
```

**Electronic energy**: -21718.4773 eV
**Charge**: +2
**Multiplicity**: 3
**LUMO level (alpha / beta)**: -9.732 / -12.424 eV

---

(3)
Entry from the Open Molecules 2025 dataset: a structure of composition Ag3FNO3 in a non-equilibrium geometry (ωB97M-V/def2-TZVPD).

```
8
Properties=species:S:1:pos:R:3:nbo_charge:R:1
Ag 0.9410 1.7185 0.4049 1.269
Ag 2.3947 -1.2999 3.2525 1.479
Ag 0.0008 -2.2348 0.6660 1.098
F 0.8949 -0.2940 1.8253 -0.567
N -1.0606 0.5238 -1.5432 0.647
O -0.7719 -0.3348 -0.7198 -0.296
O -2.0960 0.3678 -2.2576 0.363
O -0.3029 1.5533 -1.6280 0.007
```

**Electronic energy**: -22279.0076 eV
**Energy above the lowest of the compared OMol25 structures with the same formula, charge and spin**: 4.8 kcal/mol
**Charge**: +4
**Multiplicity**: 4
**LUMO level (alpha / beta)**: -18.856 / -23.783 eV

---

(4)
Entry from the Open Molecules 2025 dataset: a structure of composition AgBr in a non-equilibrium geometry (ωB97M-V/def2-TZVPD).

```
2
Properties=species:S:1:pos:R:3:nbo_charge:R:1
Ag 1.0506 -0.3612 -0.1566 0.895
Br -1.0506 0.3612 0.1566 0.105
```

**Electronic energy**: -74031.7911 eV
**Energy above the lowest of the compared OMol25 structures with the same formula, charge and spin**: 9.2 kcal/mol
**Charge**: +1
**Multiplicity**: 2
**LUMO level (alpha / beta)**: -6.405 / -9.783 eV

---

(5)
Entry from the Open Molecules 2025 dataset: a structure of composition AgCl in a non-equilibrium geometry (ωB97M-V/def2-TZVPD).

```
2
Properties=species:S:1:pos:R:3:nbo_charge:R:1
Ag -0.4409 -0.5261 -0.7370 0.731
Cl 0.4409 0.5261 0.7370 -0.731
```

**Electronic energy**: -16520.6339 eV
**Energy above the lowest of the compared OMol25 structures with the same formula, charge and spin**: 8.2 kcal/mol
**Charge**: 0
**Multiplicity**: 1
**LUMO level**: -1.252 eV

---

(6)
Entry from the Open Molecules 2025 dataset: a structure of composition AgCl3 in a non-equilibrium geometry (ωB97M-V/def2-TZVPD).

```
4
Properties=species:S:1:pos:R:3:nbo_charge:R:1
Ag 0.2197 0.8283 0.4526 0.889
Cl -0.1017 -1.6025 1.8705 -0.436
Cl -2.2017 0.7322 -0.8529 -0.606
Cl 2.0838 0.0420 -1.4702 -0.846
```

**Electronic energy**: -41568.2317 eV
**Energy above the lowest of the compared OMol25 structures with the same formula, charge and spin**: 23.6 kcal/mol
**Charge**: -1
**Multiplicity**: 2
**LUMO level (alpha / beta)**: 2.546 / -1.083 eV